*P*
Formula: C5H5N3
Source: OMol25
Level of theory: ωB97M-V/def2-TZVPD

Calculated values
highest occupied orbital energy	-0.36653	hartree
frontier orbital gap	10.33	eV

XYZ file:
```
13
Properties=species:S:1:pos:R:3:lowdin_charge:R:1
C 2.49366 -0.52630 0.25938 -0.111
C 1.03452 -0.31791 0.53306 -0.266
C 0.32274 0.56101 -0.52885 -0.080
C -1.16463 0.77287 0.00649 -0.145
C -1.54796 -0.50670 0.13283 -0.244
H 0.53771 -0.21590 1.59334 0.182
H 0.66316 1.09937 -1.21528 0.050
H -1.38327 1.54334 0.80108 0.144
H -1.82934 1.19119 -0.89283 0.176
H -2.42739 -0.92753 0.40813 0.080
N 3.61029 -0.08159 -0.21477 0.107
N -0.82300 -1.59711 -0.21890 0.116
N 0.51351 -0.99475 -0.66369 -0.010
```

***

*Q*
Formula: C5H5N3
Source: OMol25
Level of theory: ωB97M-V/def2-TZVPD

Calculated values
highest occupied orbital energy	-0.30749	hartree
frontier orbital gap	8.49	eV

XYZ file:
```
13
Properties=species:S:1:pos:R:3:lowdin_charge:R:1
C -1.80488 -0.19212 -0.18687 -0.128
C -1.07306 1.00919 -0.19690 0.023
C 0.39043 0.55654 0.11190 -0.239
C 1.80179 0.76680 -0.15165 -0.154
C 0.32909 -0.75459 -0.03849 -0.412
H -1.17616 -2.10264 -0.21995 0.130
H -2.82585 -0.45834 -0.15841 0.117
H -1.30470 2.04440 -0.13448 0.072
H 0.35983 0.40447 1.41238 0.293
H 2.36378 1.63705 -0.18347 0.086
N -1.00298 -1.18712 0.00973 0.089
N 2.45302 -0.31827 -0.15733 0.040
N 1.48970 -1.40537 -0.10646 0.084
```

***

*R*
Formula: C5H5N3
Source: OMol25
Level of theory: ωB97M-V/def2-TZVPD

Calculated values
highest occupied orbital energy	-0.32040	hartree
frontier orbital gap	9.02	eV

XYZ file:
```
13
Properties=species:S:1:pos:R:3:lowdin_charge:R:1
C -1.67078 -0.78391 0.03917 -0.246
C -0.17483 0.53192 -0.07151 -0.194
C 1.07977 1.21742 -0.05003 0.024
C 2.16430 0.21148 -0.03895 -0.202
C -0.22440 -0.88451 0.04925 -0.291
H -2.33430 -1.34674 -0.65222 0.129
H -2.06355 -1.35301 1.00806 0.165
H -2.15879 1.66000 -0.09069 0.296
H 0.98781 2.29893 -0.04442 0.083
H 3.23632 0.56431 0.35279 0.144
N -1.56006 0.51352 -0.19704 0.004
N 1.97564 -1.02729 -0.09990 -0.008
N 0.74287 -1.60212 -0.20451 0.096
```

***

*S*
Formula: C5H5N3
Source: OMol25
Level of theory: ωB97M-V/def2-TZVPD

Calculated values
highest occupied orbital energy	-0.27725	hartree
frontier orbital gap	8.06	eV

XYZ file:
```
13
Properties=species:S:1:pos:R:3:lowdin_charge:R:1
C 1.41737 -1.37000 0.81104 -0.090
C -1.26058 0.79212 -1.26059 -0.170
C 0.76759 -1.88589 -0.38687 -0.193
C 1.02155 -0.24078 1.33775 -0.204
C -0.58353 -0.14347 -0.88456 -0.160
N -0.02929 -1.29067 -1.18641 0.053
N 0.44244 0.67663 1.81501 0.185
N -1.51321 2.04589 -1.03770 0.022
H 2.22863 -2.02849 1.06880 0.095
H -2.53566 2.40399 -1.22750 0.149
H 0.97531 -3.00159 -0.58589 0.131
H 0.41797 1.74084 1.64519 0.136
H -1.34860 2.30141 -0.10827 0.047
```

***

It turns out *Q* is the most stable, with the second structure 0.875 eV higher.

***

*P*
Formula: C5H5N3
Source: OMol25
Level of theory: ωB97M-V/def2-TZVPD

Calculated values
highest occupied orbital energy	-0.32450	hartree
frontier orbital gap	9.04	eV

XYZ file:
```
13
Properties=species:S:1:pos:R:3:lowdin_charge:R:1
C -1.75422 0.43592 -0.12994 -0.114
C -0.24407 -0.90574 -0.08494 -0.358
C 2.11268 0.09530 -0.24933 -0.184
C 1.13068 1.13270 -0.03360 0.001
C -0.08060 0.53117 0.07608 -0.057
H -2.18366 0.43593 1.00236 0.130
H -2.46319 1.13999 -0.67422 0.111
H -2.13638 -1.39133 0.53160 0.179
H 3.19060 0.34157 -0.21660 0.115
H 1.45893 2.10017 0.19216 0.084
N -1.61559 -1.01953 -0.40641 0.019
N 0.74043 -1.75714 0.18761 0.097
N 1.84439 -1.13901 -0.19477 -0.023
```

***

*Q*
Formula: C5H5N3
Source: OMol25
Level of theory: ωB97M-V/def2-TZVPD

Calculated values
highest occupied orbital energy	-0.31041	hartree
frontier orbital gap	9.19	eV

XYZ file:
```
13
Properties=species:S:1:pos:R:3:lowdin_charge:R:1
C -1.47399 1.19373 -0.02196 -0.045
C -0.36733 -0.31738 -0.72658 -0.446
C 1.43615 -1.23577 -0.14947 -0.165
C 1.72981 -0.25131 0.78406 -0.156
C -0.08589 0.75718 0.11701 -0.339
H -1.31680 2.36971 -0.27802 0.177
H -2.08656 0.81049 0.91034 0.169
H -2.33833 -0.29789 -1.33073 0.132
H 2.16401 -2.20437 0.30151 0.161
H 2.73327 -0.29112 1.33103 0.113
N -1.51167 0.08851 -0.99638 0.117
N 0.27301 -1.41082 -0.83940 0.151
N 0.84432 0.78904 0.89859 0.130
```

***

*R*
Formula: C5H5N3
Source: OMol25
Level of theory: ωB97M-V/def2-TZVPD

Calculated values
highest occupied orbital energy	-0.28767	hartree
frontier orbital gap	8.57	eV

XYZ file:
```
13
Properties=species:S:1:pos:R:3:lowdin_charge:R:1
C -1.64202 0.55522 -0.06247 -0.045
C -0.00477 -0.71060 -0.26141 -0.324
C 1.12357 -1.40624 -0.12016 -0.039
C 1.05676 1.38113 -0.10047 -0.072
C -0.03010 0.70025 -0.19910 -0.135
H -2.25322 0.93616 -0.81860 0.084
H -1.73329 0.97857 0.97040 0.128
H -1.97718 -1.54475 0.48859 0.202
H 1.14429 -2.42755 0.25004 0.102
H 1.13425 2.52660 0.05701 0.144
N -1.31379 -0.87941 -0.10421 0.015
N 2.33158 -0.64308 -0.09808 0.006
N 2.16390 0.53371 -0.00153 -0.068
```

***

It turns out *Q* is the most stable, with the second structure 0.216 eV higher.

***

*P*
Formula: C34H34GeIN3ORu
Source: OMol25
Level of theory: ωB97M-V/def2-TZVPD

Calculated values
highest occupied orbital energy (alpha / beta)	-0.08966 / -0.08883	hartree
frontier orbital gap (alpha / beta)	4.56 / 4.54	eV
2S+1	2
expectation value of S²	1.14
charge	-1

XYZ file:
```
75
Properties=species:S:1:pos:R:3:lowdin_charge:R:1
Ru 0.27299 -0.06251 0.15477 0.772
O -1.17192 -1.48620 -1.55729 -0.142
C -0.77430 -2.81917 -1.56520 -0.233
C 0.26323 -3.19837 -0.53142 -0.241
C 0.52646 -4.55297 -0.30137 -0.035
C 1.47790 -4.91125 0.61539 -0.092
C 2.15180 -3.90980 1.28702 -0.072
C 1.84243 -2.59402 0.98459 -0.128
N 0.92404 -2.24358 0.09372 0.026
H -0.38745 -0.92050 -1.80847 -0.037
H -0.38602 -3.11006 -2.54653 0.122
H -1.66442 -3.42296 -1.37649 0.121
H -0.02208 -5.30458 -0.85991 0.112
H 1.70197 -5.95585 0.80118 0.101
H 2.90681 -4.13431 2.02970 0.097
H 2.35656 -1.76997 1.45782 0.088
I 4.67936 3.47888 3.05692 0.813
C 3.11681 2.22000 2.60468 -0.782
C 2.00651 1.97770 3.38268 -0.162
N 1.28928 1.06902 2.72779 -0.002
N 1.85032 0.69710 1.57653 -0.065
C 2.96254 1.40158 1.47486 -0.190
H 1.69409 2.40011 4.32664 0.118
H 0.35292 0.69059 2.90598 0.081
H 3.60481 1.28404 0.61386 0.114
C 1.08900 0.24480 -1.58790 -0.418
Ge 1.14383 1.99584 -2.33372 0.780
C 1.02916 3.42911 -0.95475 -0.281
C 0.03388 3.28504 0.02254 -0.151
C -0.07520 4.17487 1.08466 -0.100
C 0.83618 5.22008 1.21158 -0.117
C 1.84763 5.36735 0.27142 -0.113
C 1.93680 4.48229 -0.80424 -0.107
C 2.71436 2.42426 -3.43861 -0.283
C 2.79658 3.63646 -4.13711 -0.122
C 3.90061 3.93456 -4.93335 -0.107
C 4.94004 3.01593 -5.05062 -0.119
C 4.87183 1.80662 -4.36795 -0.107
C 3.76760 1.51625 -3.56756 -0.113
C -0.39449 2.33564 -3.51806 -0.270
C -1.40337 3.24974 -3.20188 -0.103
C -2.53769 3.37680 -4.00377 -0.106
C -2.68216 2.58765 -5.13751 -0.119
C -1.68504 1.67690 -5.47266 -0.107
C -0.55616 1.55219 -4.66807 -0.111
H -0.66999 2.46363 -0.05081 0.074
H -0.86610 4.04617 1.81717 0.097
H 0.76274 5.91062 2.04533 0.091
H 2.57843 6.16212 0.38327 0.091
H 2.72390 4.62228 -1.54143 0.085
H 1.98179 4.35499 -4.06149 0.102
H 3.94921 4.87988 -5.46506 0.092
H 5.79720 3.24114 -5.67645 0.089
H 5.67741 1.08611 -4.46098 0.091
H 3.71159 0.56954 -3.03575 0.084
H -1.30408 3.87347 -2.31821 0.086
H -3.31181 4.08918 -3.73772 0.091
H -3.57052 2.67467 -5.75358 0.089
H -1.79089 1.05744 -6.35685 0.091
H 0.21151 0.82975 -4.93179 0.096
C -4.16149 0.49444 3.38538 -0.071
C -2.85456 -0.19555 3.79151 -0.657
C -3.15191 -1.65369 4.18077 -0.074
C -2.25233 0.53059 5.00456 -0.078
C -1.90332 -0.17104 2.66225 -0.192
C -1.10806 -0.15271 1.72015 -0.188
H -4.88622 0.45355 4.20669 0.075
H -4.59402 0.00460 2.51073 0.083
H -3.97874 1.54046 3.13097 0.080
H -3.85783 -1.69643 5.01961 0.074
H -2.23026 -2.16303 4.47032 0.079
H -3.58026 -2.19028 3.33168 0.081
H -2.94455 0.50626 5.85521 0.075
H -2.04108 1.57359 4.75643 0.076
H -1.31643 0.05261 5.30582 0.077
```

***

*Q*
Formula: C34H34GeIN3ORu
Source: OMol25
Level of theory: ωB97M-V/def2-TZVPD

Calculated values
highest occupied orbital energy (alpha / beta)	-0.09862 / -0.09811	hartree
frontier orbital gap (alpha / beta)	4.85 / 4.83	eV
2S+1	2
expectation value of S²	0.76
charge	-1

XYZ file:
```
75
Properties=species:S:1:pos:R:3:lowdin_charge:R:1
Ru 0.62431 0.89991 -1.21274 0.782
O 0.96275 1.14619 1.75009 -0.143
C 2.27525 1.60471 1.73357 -0.228
C 3.18473 1.05553 0.64509 -0.229
C 4.54235 0.92288 0.94437 -0.029
C 5.43355 0.52713 -0.02746 -0.078
C 4.95333 0.25824 -1.29541 -0.070
C 3.59457 0.40429 -1.52206 -0.130
N 2.72486 0.79708 -0.58299 0.003
H 0.57847 1.37438 0.84002 0.004
H 2.72675 1.34315 2.69333 0.115
H 2.31732 2.70047 1.63937 0.126
H 4.87337 1.12723 1.95503 0.112
H 6.48894 0.42937 0.19964 0.104
H 5.60229 -0.06087 -2.09961 0.100
H 3.16483 0.21256 -2.49534 0.086
I -0.02119 1.41385 -7.69495 0.795
C 0.27790 0.85140 -5.74355 -0.802
C -0.22714 -0.26647 -5.11334 -0.170
N 0.22598 -0.23343 -3.85866 -0.039
N 0.97334 0.84438 -3.61536 -0.053
C 1.01784 1.52089 -4.75288 -0.209
H -0.87530 -1.04945 -5.47182 0.112
H -0.05526 -0.76704 -2.99505 0.043
H 1.55704 2.45291 -4.82064 0.101
C -0.19414 -0.62617 -1.04601 -0.469
Ge -0.31225 -1.62127 0.62322 0.851
C -1.55042 -0.92774 1.98923 -0.259
C -1.19229 -0.29990 3.18372 -0.117
C -2.15829 0.19555 4.05368 -0.099
C -3.50549 0.08872 3.73800 -0.116
C -3.88136 -0.51364 2.54469 -0.104
C -2.91266 -1.01621 1.68565 -0.110
C -1.10998 -3.39003 0.23734 -0.280
C -1.58377 -3.72297 -1.02986 -0.114
C -2.15188 -4.96964 -1.28208 -0.107
C -2.25262 -5.90598 -0.26369 -0.119
C -1.78693 -5.59033 1.00916 -0.106
C -1.22316 -4.34503 1.25185 -0.108
C 1.44542 -2.15095 1.33412 -0.266
C 2.42804 -2.49850 0.39941 -0.120
C 3.70259 -2.88274 0.79723 -0.106
C 4.03075 -2.91686 2.14666 -0.116
C 3.06922 -2.58081 3.09033 -0.103
C 1.79001 -2.21133 2.68489 -0.107
H -0.14715 -0.15447 3.42076 0.072
H -1.85553 0.68226 4.97403 0.093
H -4.25751 0.48491 4.41058 0.089
H -4.92999 -0.58667 2.28009 0.092
H -3.22334 -1.48723 0.75788 0.098
H -1.50426 -2.98928 -1.82624 0.074
H -2.51687 -5.20876 -2.27471 0.091
H -2.69005 -6.87858 -0.45780 0.089
H -1.86688 -6.31625 1.81036 0.091
H -0.86460 -4.11024 2.25075 0.099
H 2.18733 -2.45657 -0.65775 0.093
H 4.44525 -3.14466 0.05172 0.095
H 5.02757 -3.20585 2.46104 0.090
H 3.31516 -2.60326 4.14605 0.092
H 1.05260 -1.96973 3.44118 0.085
C -3.54728 4.34804 -1.88984 -0.076
C -2.51527 4.39064 -0.75133 -0.659
C -3.24335 4.29310 0.59392 -0.072
C -1.75161 5.72031 -0.82267 -0.078
C -1.56276 3.27370 -0.89442 -0.189
C -0.77286 2.34998 -1.01790 -0.183
H -4.24916 5.18697 -1.81232 0.071
H -4.11041 3.41454 -1.85263 0.079
H -3.04321 4.39779 -2.85582 0.078
H -3.97773 5.10080 0.69277 0.072
H -2.53136 4.36415 1.41823 0.080
H -3.76018 3.33585 0.67886 0.080
H -2.44431 6.56741 -0.75850 0.072
H -1.19831 5.78796 -1.76069 0.077
H -1.03559 5.78968 -0.00178 0.077
```

***

It turns out *Q* is the most stable, with the second structure 0.953 eV higher.

***

*P*
Formula: C2H6O2
Source: OMol25
Level of theory: ωB97M-V/def2-TZVPD

Calculated values
highest occupied orbital energy	-0.35988	hartree
frontier orbital gap	10.78	eV

XYZ file:
```
10
Properties=species:S:1:pos:R:3:lowdin_charge:R:1
C 1.21898 0.58879 -1.09054 -0.149
C -0.07927 -0.26924 0.64577 -0.347
H 2.12443 -0.30378 -0.89030 0.163
H 1.22025 0.74086 -2.09285 0.040
H 1.44616 1.53864 -0.60135 0.087
H 0.46531 0.53673 1.49416 0.175
H 0.60656 -1.20573 0.96019 0.156
H -1.88728 0.23757 0.95622 -0.011
O 0.06375 0.03903 -0.67520 -0.154
O -1.41546 -0.47174 1.03052 0.040
```

***

*Q*
Formula: C2H6O2
Source: OMol25
Level of theory: ωB97M-V/def2-TZVPD

Calculated values
highest occupied orbital energy	-0.37707	hartree
frontier orbital gap	11.07	eV

XYZ file:
```
10
Properties=species:S:1:pos:R:3:lowdin_charge:R:1
C -0.15204 -0.69892 -0.31196 -0.185
C 0.90633 0.43028 -0.05990 -0.210
H -1.97461 -0.33426 0.39857 0.051
H -0.05402 -1.51001 0.35795 0.107
H -0.14413 -0.96783 -1.36657 0.117
H 0.98149 0.97041 -0.97241 0.099
H 1.80844 -0.15739 0.17063 0.118
H -0.45642 1.06917 0.86630 0.034
O -1.38484 0.02340 -0.19018 -0.060
O 0.46979 1.17517 1.10757 -0.071
```

***

It turns out *Q* is the most stable, with the second structure 1.388 eV higher.